No. 1
Below is a cluster of 6 separate species, C36H85N in total, with properties calculated with ωB97M-V with the def2-TZVPD basis set.

Computed properties:
* SMILES string: CCN(CC)CC.CCCCCC.CCCCCC.CCCCCC.CCCCCC.CCCCCC
* molecular weight: 532.083 g/mol
* electronic energy: -1476.8011 Ha
* E_HOMO: -8.2 eV
* energy relative to the best compared isomer or geometry (same formula, charge and spin): 2.195 eV
* total charge: 0
* largest force on an atom: 0.378 hartree/bohr

The geometry in XYZ format:
```
122
C36H85N, DFT ωB97M-V with the def2-TZVPD basis set
C -2.6457 -2.2905 -5.8600
C -2.3927 -2.4365 -4.4370
N -1.7257 -1.1785 -3.9710
C -2.2467 -0.6845 -2.6300
C -1.9797 -1.5905 -1.4540
C -0.2247 -1.2725 -4.1230
C 0.4633 0.1155 -3.9050
H -3.3247 -1.5055 -5.9530
H -3.2047 -3.2115 -6.2950
H -1.8527 -2.1825 -6.4800
H -1.6107 -3.2415 -4.3910
H -3.3087 -2.7005 -4.0190
H -3.3147 -0.4595 -2.7500
H -1.7257 0.2855 -2.5220
H -2.5867 -1.3155 -0.8360
H -1.0267 -1.7485 -1.2980
H -2.0727 -2.7525 -1.8640
H -0.1577 -1.6105 -5.1160
H 0.4003 -1.9835 -3.6530
H 0.6653 0.4495 -2.7320
H 0.0123 1.0755 -4.3470
H 1.4903 0.0895 -4.2290
C -0.9947 2.5685 -0.1240
C -0.9357 3.7355 -1.0200
C 0.4463 3.9475 -1.5350
C 0.5963 4.9155 -2.6020
C 2.0833 5.3755 -2.8160
C 2.2863 6.5195 -3.8550
H -0.8157 1.5505 -0.6670
H -1.9737 2.6755 0.3070
H -0.1887 2.6095 0.6010
H -1.4027 4.5535 -0.6850
H -1.6137 3.4305 -1.9320
H 0.7083 3.0255 -2.0490
H 1.0523 4.2575 -0.8070
H -0.1627 5.7255 -2.2950
H 0.2173 4.4845 -3.5250
H 2.6813 4.6395 -3.4150
H 2.5883 5.7715 -1.9160
H 3.3643 6.6245 -3.7900
H 1.6273 7.3955 -3.5910
H 2.1153 6.2005 -4.8710
C 3.6793 5.8425 2.2270
C 2.9513 4.9975 3.2990
C 3.0823 3.4775 3.0270
C 2.4763 2.5955 4.1630
C 1.1713 2.8885 4.5620
C 0.6143 1.9355 5.5940
H 3.0833 5.6555 1.3200
H 4.6773 5.3535 1.9510
H 4.0303 6.8005 2.5520
H 2.0693 5.3955 3.1250
H 3.3163 5.2145 4.2010
H 4.0853 3.2495 3.0960
H 2.7083 3.3445 2.0360
H 3.1993 2.5605 4.9470
H 2.4453 1.7355 3.5690
H 0.4333 2.9465 3.7370
H 1.2033 4.0045 5.0550
H -0.3907 2.0495 5.5460
H 1.1553 2.0005 6.4940
H 0.7483 0.9295 5.3070
C 2.4823 -4.3825 0.1880
C 1.0963 -4.8495 0.0500
C 0.6193 -4.5265 -1.4260
C -0.7557 -5.3295 -1.6990
C -0.9087 -6.8465 -1.4100
C -2.2497 -7.3695 -1.8060
H 2.3523 -3.2885 0.0430
H 3.4673 -4.7895 -0.5720
H 2.7473 -4.6645 1.0620
H 0.5493 -4.2065 0.6430
H 1.1023 -6.0115 0.1890
H 1.3863 -4.9345 -1.9960
H 0.4843 -3.5445 -1.6660
H -0.8857 -5.2275 -2.7810
H -1.5297 -4.8945 -1.2480
H -0.9167 -6.8735 -0.4050
H -0.0237 -7.4565 -1.7640
H -3.1257 -6.8585 -1.2330
H -2.4197 -8.2715 -1.4330
H -2.4287 -7.3295 -2.7730
C -4.9037 -3.1435 1.7750
C -3.9287 -3.0745 3.0350
C -3.9247 -1.8265 3.8590
C -3.2607 -0.6445 3.1340
C -3.1087 0.5645 4.1540
C -2.6667 1.9115 3.4670
H -5.8387 -2.9695 2.2410
H -5.0937 -4.1025 1.3150
H -4.7637 -2.4295 0.9890
H -2.9927 -3.3705 2.6460
H -4.0867 -3.9195 3.7950
H -3.4647 -2.0095 4.8770
H -4.9827 -1.3645 4.0200
H -3.9847 -0.3275 2.3360
H -2.3407 -0.7045 2.6530
H -2.3287 0.4355 4.9320
H -3.9777 0.6785 4.8290
H -3.0967 2.3025 2.3590
H -1.5607 1.7375 3.2160
H -2.7337 2.7595 4.2330
C 0.7213 -1.3975 2.5590
C 0.8133 -0.8685 1.1240
C 2.1253 -0.1815 0.8960
C 2.4283 0.1195 -0.5960
C 3.7503 0.8185 -0.7600
C 4.0083 1.2035 -2.2450
H 0.9363 -0.5055 3.1940
H 1.4573 -2.2285 2.8800
H -0.2827 -2.0405 2.9150
H 0.1343 -0.1105 0.8640
H 0.5903 -1.7185 0.5340
H 2.7413 -1.0385 1.3440
H 2.0283 0.5295 1.5940
H 1.5013 0.6885 -0.9590
H 2.3823 -0.7315 -1.2390
H 4.4313 0.1525 -0.3780
H 3.6973 1.4145 -0.1830
H 4.9353 1.6925 -2.3130
H 3.3163 2.1285 -2.5820
H 4.2273 0.3975 -2.8390
```

No. 2
Below is a cluster of 10 separate species, C36H86N10O8 in total, with properties calculated with ωB97M-V with the def2-TZVPD basis set.

Computed properties:
* SMILES string: CCN(CC)CC.CCN(CC)CC.CNC(C)=O.CNC(C)=O.CNC(C)=O.CNC(C)=O.CNC(C)=O.CNC(C)=O.CNC(C)=O.CNC(C)=O
* molecular weight: 787.146 g/mol
* electronic energy: -2572.7395 Ha
* E_HOMO: -8.2 eV
* energy relative to the best compared isomer or geometry (same formula, charge and spin): 3.240 eV
* total charge: 0
* largest force on an atom: 0.083 hartree/bohr

The geometry in XYZ format:
```
140
C36H86N10O8, DFT ωB97M-V with the def2-TZVPD basis set
C 4.1231 -7.8450 -2.9910
C 2.6906 -7.8767 -2.4475
N 1.9558 -6.5963 -2.4129
C 1.7499 -5.9366 -3.6999
C 1.0221 -6.7747 -4.6932
C 2.5021 -5.6482 -1.4171
C 2.5760 -6.1755 -0.0279
H 4.5061 -8.8525 -3.1531
H 4.7683 -7.5300 -2.1710
H 4.2789 -7.1076 -3.7785
H 2.0440 -8.5168 -3.0477
H 2.6247 -8.3949 -1.4908
H 1.2822 -4.9653 -3.5390
H 2.6894 -5.6175 -4.1510
H 0.1519 -7.2175 -4.2087
H 0.6774 -6.1013 -5.4779
H 1.6370 -7.5411 -5.1649
H 1.9462 -4.7147 -1.3296
H 3.4874 -5.3328 -1.7604
H 2.7491 -5.3318 0.6402
H 3.2207 -7.0511 0.0478
H 1.5541 -6.4250 0.2576
C -5.7742 -3.7785 -5.0403
C -6.7041 -4.7529 -5.7723
N -8.0180 -4.7677 -5.1918
C -7.9855 -5.3725 -3.8135
C -9.2378 -4.9506 -3.0471
C -9.0831 -5.3137 -6.0796
C -8.8946 -6.6719 -6.7023
H -4.8949 -3.6897 -5.6784
H -5.4468 -4.1593 -4.0729
H -6.1827 -2.7896 -4.8320
H -6.8413 -4.4960 -6.8227
H -6.2853 -5.7592 -5.7596
H -7.9844 -6.4624 -3.7988
H -7.1678 -5.0080 -3.1918
H -10.0978 -5.5142 -3.4087
H -9.1573 -5.2539 -2.0032
H -9.4432 -3.8865 -3.1644
H -9.2215 -4.6624 -6.9425
H -10.0335 -5.4777 -5.5717
H -7.9630 -6.6940 -7.2677
H -9.7779 -7.0689 -7.2027
H -8.7532 -7.4087 -5.9116
C 5.1169 1.9665 -8.3777
N 4.5504 1.7704 -7.0170
C 4.0205 0.6893 -6.5332
C 3.5373 0.6950 -5.1253
O 4.0741 -0.3634 -7.1363
H 5.3119 3.0292 -8.5218
H 4.4110 1.6816 -9.1579
H 6.0833 1.4639 -8.4159
H 4.4617 2.6137 -6.4684
H 4.3338 0.3160 -4.4851
H 2.7077 -0.0003 -4.9968
H 3.1107 1.6463 -4.8074
C 5.9060 0.8366 4.5848
N 5.9156 1.2833 3.1726
C 6.9372 1.8946 2.5843
C 6.6983 2.2940 1.1500
O 7.9501 2.2032 3.1827
H 5.1238 0.0798 4.6450
H 5.7219 1.6143 5.3260
H 6.8604 0.3431 4.7685
H 5.0281 1.2891 2.6906
H 5.7113 1.9711 0.8188
H 7.4552 2.0344 0.4100
H 6.6834 3.3800 1.0581
C 0.5855 3.2396 2.5673
N -0.4143 2.3374 1.9706
C -0.2662 1.0457 1.6342
C -1.4563 0.4222 0.9709
O 0.7517 0.4028 1.8807
H 1.2233 3.5438 1.7374
H 1.2526 2.6718 3.2159
H 0.1735 4.1215 3.0578
H -1.2722 2.8219 1.7487
H -2.2939 1.1196 0.9582
H -1.7099 -0.4176 1.6178
H -1.2982 0.1105 -0.0615
C -3.1822 -9.9615 -1.3710
N -2.9601 -8.8220 -0.5207
C -3.9040 -8.2900 0.2703
C -3.5652 -6.9399 0.8472
O -5.0278 -8.7798 0.4230
H -2.2463 -10.4558 -1.6314
H -3.6482 -9.6026 -2.2886
H -3.8796 -10.6267 -0.8617
H -2.0760 -8.3529 -0.6559
H -3.2787 -6.9580 1.8987
H -4.4711 -6.3416 0.7499
H -2.8251 -6.4044 0.2526
C 2.7170 3.8921 12.6779
N 2.0884 2.8928 11.7936
C 2.2240 2.9102 10.4926
C 1.4395 1.8768 9.7196
O 2.9209 3.7183 9.9363
H 3.7494 3.5537 12.7652
H 2.1789 3.9310 13.6250
H 2.7048 4.9281 12.3392
H 1.4835 2.1973 12.2066
H 0.4064 2.2226 9.7521
H 1.6370 0.8439 10.0066
H 1.5662 1.8696 8.6370
C 5.0161 8.6929 3.9381
N 4.5338 9.9914 4.4613
C 3.5927 10.7422 3.8776
C 3.3889 12.0853 4.5257
O 3.0196 10.4960 2.7709
H 4.7463 7.8704 4.6005
H 6.1058 8.6865 3.9112
H 4.6960 8.3434 2.9565
H 4.9478 10.3247 5.3201
H 3.2793 12.7921 3.7032
H 4.2052 12.3778 5.1861
H 2.5098 12.1108 5.1697
C 1.6211 6.7340 -2.2770
N 2.7951 7.5423 -2.1547
C 3.8880 7.4249 -2.8714
C 5.1231 8.1663 -2.3207
O 3.9557 6.6610 -3.8467
H 1.7230 5.6777 -2.0280
H 1.1975 6.7557 -3.2811
H 0.9146 7.2459 -1.6236
H 2.8065 8.2441 -1.4284
H 5.1473 9.1669 -2.7523
H 6.0436 7.5894 -2.4092
H 4.9630 8.3062 -1.2516
C -5.2751 5.2884 4.7510
N -6.3949 4.8835 3.9401
C -6.2955 4.7475 2.6040
C -7.5541 4.3764 1.8653
O -5.2433 4.8476 1.9766
H -5.4107 6.2228 5.2956
H -4.3853 5.3723 4.1269
H -5.1769 4.5052 5.5026
H -7.3378 4.7684 4.2836
H -7.9554 5.3336 1.5323
H -8.2871 3.8918 2.5104
H -7.2301 3.7741 1.0166
```